(1)
140
Properties=species:S:1:pos:R:3:forces:R:3 method="wB97M-V/def2-TZVPD" total_charge=+1 homo_ev=-9.9 lumo_ev=-4.62 spin_multiplicity=1 largest_force_ev_per_a=10.65 homo_lumo_gap_ev=5.27
Hg 3.37491 -1.51620 -1.11701 0.330 1.027 -0.301
N 1.48186 -0.85369 -0.12438 -3.609 -2.663 0.091
S 0.86175 0.43308 0.42830 -1.095 10.571 0.665
O -0.02444 0.42294 1.59957 1.456 -1.375 -2.415
O 0.56529 1.50487 -0.60657 0.820 -4.047 2.773
F 2.23935 0.95633 1.04812 0.236 0.011 0.246
S -0.00454 -1.70358 -0.13882 -2.379 -5.923 -0.965
O -1.21839 -1.19571 -0.77680 2.863 0.397 1.439
O -0.18383 -2.65903 0.96088 1.083 2.642 -1.710
F 0.55292 -2.66823 -1.33348 0.124 0.291 0.264
C -0.96325 -5.54400 -2.56461 -0.156 -0.320 0.378
C -2.03282 -4.46682 -2.17997 -0.794 -1.120 -0.150
O -2.72296 -4.74608 -0.96528 0.630 0.144 0.100
O -1.40573 -6.91958 -2.52668 -0.783 0.740 0.296
H -0.15796 -5.48199 -1.83264 0.151 0.380 -0.069
H -0.59535 -5.43727 -3.58509 0.171 0.882 -0.004
H -2.79507 -4.35585 -2.95118 0.118 -0.212 -0.464
H -1.61819 -3.46606 -2.05890 0.471 -0.311 -0.038
H -3.36898 -5.44140 -1.10939 0.065 -0.162 -0.121
H -0.61074 -7.45763 -2.51616 -0.090 -0.079 0.006
C -8.43964 -2.06441 -0.19837 -0.098 -0.389 0.425
O -7.14689 -2.45718 0.14917 -0.360 -1.179 0.855
C -6.17199 -1.58580 -0.25016 0.699 0.713 -0.161
C -4.85141 -1.98927 0.35818 -0.770 1.358 0.736
N -4.72601 -1.58545 1.78034 1.183 -0.286 -0.585
C -3.33981 -2.00462 2.16195 -0.647 -0.194 1.267
C -2.97477 -1.92368 3.63336 -1.194 -0.503 1.224
O -3.70242 -2.93138 4.43821 1.796 0.056 0.677
C -3.11033 -3.04681 5.77471 -0.421 0.995 -0.397
H -9.09113 -2.82502 0.23191 -0.183 0.038 -0.322
H -8.52191 -2.01767 -1.28426 -0.350 0.194 -0.110
H -8.68066 -1.11948 0.28858 -0.128 0.331 -0.244
H -6.41908 -0.56664 0.04712 -0.026 0.391 0.206
H -6.10058 -1.56659 -1.33765 0.133 -0.091 -0.460
H -4.12531 -1.33443 -0.12354 0.544 -0.825 -0.495
H -4.76846 -3.07285 0.27405 0.675 -0.019 -0.556
H -5.43175 -2.11279 2.27423 0.183 -0.182 0.565
H -2.56087 -1.39279 1.70696 -0.428 0.272 -0.573
H -3.14980 -3.03653 1.86673 0.097 -0.224 -0.236
H -3.20509 -0.96533 4.09878 -0.265 0.346 -0.257
H -1.89512 -2.01325 3.75355 0.174 -0.539 -0.119
H -2.90877 -2.04799 6.16177 -0.310 0.348 0.071
H -2.14083 -3.52579 5.91164 0.194 -0.510 -1.040
H -3.76227 -3.53854 6.49670 -0.463 -0.014 -0.549
C 1.12042 4.52413 -0.21340 0.996 0.501 0.527
O 1.35945 4.29485 1.20169 -0.352 -0.514 -1.132
C 0.38933 4.86298 2.09313 -0.097 0.380 -2.747
C 0.38769 4.24272 3.40552 -0.697 -0.669 0.378
N 1.43185 4.68839 4.23338 1.705 0.149 1.144
C 1.50922 3.93350 5.45721 0.107 -0.111 1.951
C 2.94993 3.60482 5.85345 -0.063 1.070 -0.569
O 3.59969 2.98549 4.78348 1.280 -1.543 -0.612
C 3.25703 1.60359 4.58264 -0.945 1.329 -0.165
H 0.14852 4.23203 -0.61112 -0.081 -0.336 0.466
H 1.93176 4.06509 -0.77832 -0.185 -0.738 0.295
H 1.30278 5.55309 -0.52336 -0.390 0.636 0.574
H -0.62783 4.66518 1.75495 -0.074 0.166 -0.851
H 0.58903 5.93377 2.05269 -0.362 0.231 0.643
H 0.46362 3.15850 3.32313 -0.414 -0.469 -0.498
H -0.61801 4.45109 3.77056 0.122 0.122 0.774
H 2.28338 4.38752 3.78119 0.331 0.451 -0.666
H 0.95919 2.99327 5.41806 -0.409 -0.133 -0.063
H 1.13525 4.52646 6.29187 -0.478 -0.101 0.114
H 3.11555 3.05530 6.78011 -0.562 -0.198 0.133
H 3.46876 4.55675 5.96635 0.127 0.090 0.083
H 3.89315 1.20095 3.79439 0.132 0.035 0.259
H 2.22709 1.59978 4.22583 -0.154 -0.406 -0.269
H 3.24971 1.01054 5.49716 0.499 0.007 0.165
C 5.22053 5.31589 -2.10437 0.391 -1.227 0.320
O 4.36150 4.18552 -1.88391 -0.642 -0.099 0.008
C 5.04628 2.96408 -1.54653 -1.379 1.062 -0.503
C 3.97341 1.83039 -1.48010 0.741 0.565 -0.736
N 4.58124 0.49991 -1.78944 -1.034 -0.058 -0.758
C 4.80660 0.24851 -3.22596 -0.879 -0.177 -0.006
C 3.44784 0.00402 -3.96505 1.437 -0.043 -0.277
O 2.48737 -0.74440 -3.20376 0.593 0.473 -0.266
C 1.20758 -0.66271 -3.85314 -0.890 -0.887 0.335
H 4.71371 6.23587 -2.39569 -0.580 -0.446 0.239
H 5.88706 5.05026 -2.92490 0.407 0.160 -0.006
H 5.76998 5.46906 -1.17552 0.312 0.362 -0.110
H 5.49705 3.07476 -0.56029 0.512 -0.054 -0.076
H 5.75526 2.81447 -2.36081 0.506 -0.465 0.192
H 3.22889 2.05170 -2.24484 -0.282 0.045 0.359
H 3.55498 1.83565 -0.47363 -0.232 -0.139 -0.365
H 5.44031 0.51432 -1.25850 0.081 -0.659 -0.113
H 5.46631 -0.59897 -3.41215 -0.143 -0.468 0.682
H 5.37859 1.02937 -3.72715 -0.453 0.569 -0.067
H 3.71556 -0.58857 -4.83984 -0.193 -0.006 -0.247
H 3.07130 0.95662 -4.33773 -0.533 -0.041 0.373
H 0.74025 0.29884 -3.64075 0.258 0.183 -0.493
H 0.51219 -1.40806 -3.46713 0.363 -0.080 0.629
H 1.28849 -0.98401 -4.89156 0.240 0.739 -0.232
C -3.20464 -1.24422 -3.43449 0.286 -0.688 -0.691
O -3.37407 0.14692 -3.60629 -1.416 -1.322 0.775
C -2.92563 0.73305 -2.39492 0.958 1.779 -1.790
C -3.30068 2.22185 -2.39269 -1.086 -0.280 2.332
N -4.66410 2.40365 -1.70385 1.230 0.649 -1.438
C -5.72530 1.96067 -2.60292 -0.265 0.398 0.295
C -7.06007 2.21787 -1.94215 -0.612 -1.145 -0.084
O -8.06340 1.38186 -2.54696 0.848 0.174 -0.588
C -9.34759 1.49270 -2.01664 -0.245 0.320 0.613
H -3.70545 -1.85095 -4.18892 0.006 0.509 -0.443
H -3.55115 -1.68376 -2.49915 -0.245 0.547 0.457
H -2.13584 -1.45503 -3.47077 0.352 -0.273 -0.075
H -1.85000 0.59404 -2.50358 0.465 0.282 0.915
H -3.27734 0.26062 -1.47774 -0.159 -0.236 -0.110
H -3.24359 2.75097 -3.34394 -0.377 -0.459 -0.153
H -2.59579 2.74439 -1.74601 0.158 -0.053 0.110
H -4.70463 1.74345 -0.94058 0.360 0.076 0.430
H -5.55620 0.89641 -2.76679 -0.613 -0.013 -0.881
H -5.74451 2.61631 -3.47347 0.543 -0.651 -0.499
H -7.30702 3.27341 -2.05599 -0.195 0.078 0.357
H -6.94905 1.90847 -0.90290 -0.322 0.349 0.462
H -10.01888 0.75596 -2.45787 0.334 -0.169 -0.072
H -9.81680 2.46374 -2.17483 0.133 0.357 -0.220
H -9.31331 1.35506 -0.93591 -0.138 -0.210 0.285
C 7.79797 0.70172 -0.72672 1.222 0.839 -0.925
O 6.52619 0.42680 -0.21364 1.385 -0.742 2.147
C 6.57967 -0.04504 1.15019 -1.464 -0.408 -0.105
C 5.13497 -0.48700 1.55311 1.671 0.593 -1.327
N 4.65426 -1.71774 0.80474 -0.556 1.857 1.336
C 3.70027 -2.45612 1.67828 0.623 -1.071 -0.047
C 3.57899 -3.83961 1.07711 -0.896 0.174 0.909
O 2.80286 -3.79555 -0.12352 0.901 1.517 0.319
C 2.43481 -5.02761 -0.64364 -0.308 -1.843 -1.011
H 8.45130 -0.16241 -0.84730 -0.139 -0.306 0.447
H 8.31354 1.48634 -0.17296 0.021 -0.133 0.419
H 7.73095 1.12120 -1.73053 -0.548 -0.045 -0.109
H 6.96059 0.67870 1.87075 -0.421 0.799 -0.279
H 7.29440 -0.84552 1.34118 0.063 -0.592 -0.829
H 4.46958 0.34628 1.32729 -0.137 -0.145 0.360
H 5.25424 -0.64605 2.62482 -0.702 -0.364 0.066
H 5.47054 -2.24271 0.52512 0.039 -0.597 0.416
H 2.72511 -2.00323 1.85738 0.115 0.529 -0.727
H 4.11046 -2.55216 2.68357 0.306 -0.201 0.033
H 3.05712 -4.46554 1.80096 0.082 -0.293 -0.071
H 4.61733 -4.15611 0.97825 -0.060 -0.762 -0.633
H 3.28313 -5.58437 -1.04171 0.369 -0.056 0.283
H 1.76062 -4.96275 -1.49767 0.021 0.836 0.152
H 1.89846 -5.66065 0.06325 0.131 0.169 0.434

(2)
50
Properties=species:S:1:pos:R:3:forces:R:3 method="wB97M-V/def2-TZVPD" relative_energy_kcal_mol=5.1 smiles="CCOCCCNS(=O)(=O)c1ccc(NC(=O)Cc2c(F)cccc2Cl)cc1" homo_ev=-9.0 lumo_ev=0.46 spin_multiplicity=1 largest_force_ev_per_a=0.99 homo_lumo_gap_ev=9.51
C -0.90357 -2.99445 0.35139 0.331 0.203 -0.272
C -0.20629 -2.06845 -0.64333 -0.304 -0.062 0.052
O 1.14841 -1.82888 -0.34502 0.236 -0.015 0.042
C 2.03001 -2.89242 -0.64426 0.200 -0.142 0.001
C 3.46193 -2.36654 -0.57733 -0.501 0.105 -0.188
H 4.15637 -3.18734 -0.76283 0.053 -0.027 0.076
C 3.66355 -1.23578 -1.59520 -0.545 -0.434 0.175
N 4.74892 -0.32308 -1.30877 -0.054 0.770 0.615
S 4.72937 0.48684 0.17668 0.404 -0.024 -0.359
O 5.53354 1.65712 -0.00854 -0.116 0.177 -0.114
O 5.11638 -0.40566 1.23997 -0.300 -0.032 0.103
C 3.01245 0.91810 0.37785 0.659 -0.325 -0.147
C 2.37558 1.68180 -0.58076 -0.062 0.050 0.049
C 1.01934 1.92698 -0.47108 0.010 0.092 -0.190
C 0.31136 1.40836 0.61278 0.348 -0.080 -0.053
C 0.97980 0.68102 1.59815 0.035 0.178 -0.110
C 2.32945 0.42670 1.47260 -0.003 -0.026 0.112
H 2.86734 -0.15410 2.20439 -0.014 -0.117 0.106
H 0.43152 0.29864 2.44700 -0.055 -0.072 0.097
N -1.06635 1.57304 0.76338 0.201 -0.156 0.465
C -1.96886 2.05651 -0.13584 -0.581 0.095 0.226
O -1.69991 2.50879 -1.22040 0.116 0.113 -0.239
C -3.40821 1.93697 0.38214 0.106 0.135 -0.160
C -3.81932 0.49467 0.41934 -0.087 -0.085 0.137
C -3.72409 -0.25705 1.58627 -0.146 -0.173 -0.281
C -4.09910 -1.58217 1.67331 0.048 0.156 0.105
C -4.58619 -2.20559 0.53744 0.011 0.164 0.018
C -4.68028 -1.50634 -0.65208 -0.031 0.023 -0.116
C -4.29825 -0.17361 -0.70867 0.043 -0.210 0.322
Cl -4.41609 0.66640 -2.20930 -0.059 0.029 -0.163
H -5.05206 -1.98677 -1.54255 -0.034 -0.026 -0.101
H -4.89061 -3.23928 0.58034 -0.022 -0.103 -0.004
H -4.00728 -2.10231 2.61278 0.025 -0.041 0.115
F -3.23040 0.34570 2.69708 0.018 0.028 -0.060
H -3.47282 2.37483 1.37926 -0.029 -0.012 -0.043
H -4.05277 2.49064 -0.30053 0.125 0.002 0.097
H -1.43031 1.21934 1.63799 -0.096 0.078 -0.147
H 0.50146 2.49939 -1.22239 0.015 0.009 0.001
H 2.94787 2.06706 -1.40949 -0.009 0.090 -0.170
H 5.66077 -0.75006 -1.39901 0.256 0.057 0.030
H 2.75102 -0.63664 -1.62031 0.047 -0.198 -0.177
H 3.83084 -1.64571 -2.59537 -0.026 0.109 0.047
H 3.65139 -1.97673 0.42213 -0.007 -0.192 0.015
H 1.81498 -3.27743 -1.65395 -0.035 -0.020 0.056
H 1.90368 -3.71587 0.07240 -0.010 0.030 -0.121
H -0.67735 -1.08136 -0.62271 -0.039 -0.076 -0.076
H -0.30229 -2.47678 -1.66090 0.009 0.098 0.043
H -0.49584 -4.00057 0.29628 -0.003 -0.140 0.037
H -1.96613 -3.03470 0.12733 -0.102 -0.037 -0.006
H -0.76793 -2.61853 1.36218 -0.026 0.035 0.153

(3)
11
Properties=species:S:1:pos:R:3:forces:R:3 method="wB97M-V/def2-TZVPD" relative_energy_kcal_mol=0.0 smiles=CCC[S-] total_charge=-1 homo_ev=-2.1 lumo_ev=4.08 spin_multiplicity=1 largest_force_ev_per_a=0.53 homo_lumo_gap_ev=6.17
C 1.12324 -2.08394 0.08859 0.392 0.149 -0.129
C 0.03053 -1.05776 -0.17048 -0.120 0.298 0.237
C 0.41315 0.35447 0.27112 -0.081 0.304 -0.430
S -0.90524 1.58698 -0.03425 0.007 -0.091 0.138
H 1.44654 -2.04598 1.13256 -0.094 -0.107 0.050
H 0.82711 -3.10565 -0.15372 -0.074 -0.071 0.033
H 2.01557 -1.85246 -0.50743 -0.086 -0.035 0.005
H -0.88597 -1.31691 0.36801 0.015 -0.091 -0.012
H -0.24414 -1.01232 -1.22307 0.017 -0.100 -0.154
H 0.69632 0.32481 1.32361 -0.028 0.014 0.238
H 1.30135 0.69967 -0.27568 0.052 -0.271 0.024

(4)
39
Properties=species:S:1:pos:R:3:forces:R:3 method="wB97M-V/def2-TZVPD" relative_energy_kcal_mol=68.7 total_charge=-1 homo_ev=-6.3 lumo_ev=2.74 spin_multiplicity=1 largest_force_ev_per_a=4.89 homo_lumo_gap_ev=9.09
C -1.23900 0.66051 3.18715 -1.281 2.302 -0.011
C -0.18546 0.89727 2.14854 2.532 -1.496 -0.450
C -0.21939 -0.01577 0.86368 -3.863 2.862 -0.885
C 0.03351 0.83343 -0.46979 -0.555 -1.203 -0.373
O -0.81880 1.61741 -0.95849 0.407 -0.464 1.509
O 1.09553 0.49854 -1.04458 0.669 -0.071 -0.436
N 1.16490 0.66177 2.79069 -1.601 0.281 1.230
H -0.98188 1.33887 4.03893 -0.448 -0.790 -0.392
H -1.33417 -0.34781 3.45753 0.613 -1.591 0.718
H -2.30731 0.84107 2.88842 0.979 0.537 -0.106
H -0.00120 1.92374 1.85113 -1.199 0.368 -0.274
H 0.32203 -0.91431 0.88554 0.938 -0.877 0.509
H -1.28584 -0.36136 0.69409 1.070 0.571 -0.037
H 1.10015 -0.11660 3.45744 0.246 0.163 -0.691
H 1.73909 0.43276 2.02018 1.314 -0.603 -0.423
H 1.35963 -3.32867 -1.58778 -0.400 0.084 -0.442
H -0.03781 -2.67996 -1.22173 0.165 -0.164 -0.467
O 0.91945 -2.55389 -1.21873 -0.464 0.097 -0.033
H 3.33547 -1.10821 -0.16623 0.415 0.039 -0.643
H 1.77312 -0.89730 -0.02938 2.427 0.318 0.294
O 2.64402 -1.11102 0.47996 -2.027 0.860 0.175
H 1.40358 -1.14226 -2.83295 0.189 -0.763 0.589
H 0.81384 -0.86402 -4.06858 -0.218 -0.438 -0.878
O 1.18222 -1.64547 -3.63432 -0.010 1.468 -0.070
H -2.49742 3.53003 0.17867 0.587 -0.429 -0.150
H -2.42048 2.06653 0.79529 0.142 0.919 -0.717
O -2.99390 2.83056 0.60248 -0.829 -0.438 0.772
H -2.65317 0.89022 -2.38844 0.002 0.328 0.453
H -1.32973 0.51405 -2.94917 1.113 0.256 0.459
O -2.25000 0.47788 -3.14756 -1.125 -0.533 -0.896
H 2.06651 -2.52309 0.98971 0.704 -1.895 0.524
H 1.31241 -3.34535 0.11629 0.870 -1.001 1.785
O 1.88125 -3.52407 0.93103 -1.039 1.544 -0.828
H 1.58962 2.44892 -1.79386 0.484 1.447 0.516
H 1.34649 3.12810 -0.51792 0.323 0.542 -0.411
O 1.80032 3.33604 -1.35846 -0.733 -1.878 -0.113
H -2.36808 -1.09799 1.36684 -0.428 -0.489 0.332
H -3.75147 -1.70217 1.68811 -0.137 0.092 -0.084
O -2.81224 -1.83136 1.82835 0.170 0.044 -0.055

(5)
15
Properties=species:S:1:pos:R:3:forces:R:3 method="wB97M-V/def2-TZVPD" relative_energy_kcal_mol=58.4 smiles=O.O.O.O.O homo_ev=-10.2 lumo_ev=0.45 spin_multiplicity=1 largest_force_ev_per_a=5.28 homo_lumo_gap_ev=10.64
H -2.34605 -0.38285 0.86337 0.458 -0.958 0.382
H -1.09087 -1.13571 0.50288 0.478 -0.102 -0.192
H 3.06961 -0.15670 1.13356 1.187 -2.762 3.013
H 2.25824 -0.10836 -0.19634 0.673 1.158 1.510
H 2.34883 -2.84528 -0.96745 -0.982 0.720 0.174
H 2.78692 -1.63298 -0.19408 -2.073 -0.988 -0.780
H 0.30065 3.30521 0.58487 0.181 -0.101 0.425
H -0.11550 3.45564 -0.80578 -0.652 2.255 -2.469
H -3.14968 -0.44638 -1.26509 -0.218 -0.581 -0.067
H -3.40262 0.41958 -0.11214 -0.926 -0.877 -0.246
O -1.80323 -1.13635 1.13675 0.492 0.231 0.998
O 2.76417 0.40034 0.50230 -1.990 2.258 -4.333
O 1.92891 -2.03615 -0.58223 3.160 -0.345 0.441
O 0.05033 2.80694 -0.19176 0.424 -2.199 2.001
O -3.59973 -0.50696 -0.40886 -0.211 2.290 -0.859

(6)
31
Properties=species:S:1:pos:R:3:forces:R:3 method="wB97M-V/def2-TZVPD" relative_energy_kcal_mol=0.0 smiles="C=C([C@H](C)[C@H](C)O)[Si](C)(C)C" homo_ev=-9.5 lumo_ev=0.85 spin_multiplicity=1 largest_force_ev_per_a=0.72 homo_lumo_gap_ev=10.35
C -0.14053 0.45410 2.02882 0.190 -0.046 0.023
C -0.06530 0.35208 0.70764 0.508 -0.108 -0.381
C -1.64993 2.08098 -0.13244 -0.030 -0.177 -0.223
C -2.12356 -1.75397 0.26582 -0.142 0.323 0.017
C 3.00389 -0.20096 1.05023 -0.597 0.078 -0.403
C 1.95571 1.36769 -1.42224 -0.203 -0.504 0.466
C 1.37952 -1.67907 -1.15188 0.014 0.624 0.355
C -1.27693 0.59740 -0.16426 -0.439 0.116 0.165
C -2.48442 -0.26945 0.23161 0.449 -0.347 0.191
O -3.50034 -0.02239 -0.72499 -0.228 0.064 -0.203
Si 1.56542 -0.03848 -0.19010 0.308 -0.082 -0.025
H 0.72213 0.30436 2.65543 0.234 -0.031 0.159
H -1.05685 0.68658 2.55025 -0.239 0.068 0.084
H -1.88499 2.39202 0.88265 -0.005 0.040 0.121
H -2.51709 2.25480 -0.76350 -0.058 0.103 -0.056
H -0.81853 2.68093 -0.49386 0.066 0.143 -0.004
H -1.79010 -2.07380 -0.71861 0.036 -0.050 -0.131
H -2.99006 -2.34976 0.55161 -0.052 -0.085 0.026
H -1.32649 -1.92952 0.98191 0.021 -0.108 0.079
H 3.93521 -0.40939 0.53295 0.145 -0.042 -0.173
H 3.14424 0.71278 1.61877 -0.009 0.208 0.096
H 2.83545 -1.00854 1.75543 -0.078 -0.176 0.128
H 2.86426 1.15826 -1.97910 0.170 -0.114 -0.078
H 1.15421 1.49878 -2.14252 -0.190 -0.001 -0.140
H 2.09602 2.31531 -0.91075 0.007 0.141 0.157
H 2.30014 -1.93399 -1.66820 0.211 0.023 -0.082
H 1.13537 -2.50423 -0.48966 -0.050 -0.108 0.179
H 0.59513 -1.61425 -1.89940 -0.176 0.047 -0.146
H -1.04044 0.33321 -1.19896 -0.039 -0.075 -0.093
H -2.84493 0.03686 1.22699 0.134 0.025 -0.091
H -4.23071 -0.62722 -0.55753 0.042 0.050 -0.017